4
Properties=species:S:1:pos:R:3:mulliken_spin:R:1 method="wB97M-V/def2-TZVPD" multiplicity=7 relative_energy_kj_mol=8.73 s_squared=12.016 total_charge=+2 homo_energy_ha="-0.719 / -0.703" homo_lumo_gap_ev="7.453 / 6.130"
Fe -0.74 2.31 -0.70 3.93
Pt -0.76 -2.37 0.45 0.97
F 2.12 -0.30 -0.33 0.98
Cl -0.62 0.37 0.59 0.12

---

64
Properties=species:S:1:pos:R:3:mulliken_spin:R:1 method="wB97M-V/def2-TZVPD" multiplicity=3 relative_energy_kj_mol=95.35 s_squared=2.016 total_charge=+1 homo_energy_ha="-0.377 / -0.388" homo_lumo_gap_ev="7.791 / 8.419"
V 0.87 -0.41 0.53 2.06
O 2.73 -0.39 0.71 0.01
C 3.71 -1.30 0.78 -0.01
C 5.03 -0.91 0.55 0.00
C 6.07 -1.81 0.59 0.00
C 5.83 -3.15 0.88 0.00
C 4.54 -3.55 1.14 0.00
C 3.47 -2.65 1.11 0.02
C 2.13 -3.06 1.50 0.01
N 1.03 -2.32 1.42 -0.02
C -0.01 -3.04 1.97 0.02
C 0.47 -4.24 2.39 0.00
N 1.81 -4.23 2.09 0.00
H 5.20 0.14 0.32 0.00
H 7.08 -1.47 0.40 0.00
H 6.64 -3.87 0.90 0.00
H 4.35 -4.60 1.37 0.00
H -0.99 -2.62 2.06 0.00
H 0.00 -5.06 2.88 0.00
H 2.47 -4.96 2.32 0.00
C -5.13 -0.24 1.60 0.00
C -3.95 0.68 1.50 0.00
C -4.08 1.98 1.02 0.00
C -2.93 2.73 0.95 0.00
N -1.74 2.27 1.35 0.00
C -1.71 1.03 1.82 0.01
S -0.18 0.37 2.44 -0.03
N -2.77 0.21 1.88 0.00
H -5.95 0.23 2.15 0.00
H -4.85 -1.16 2.11 0.00
H -5.52 -0.49 0.60 0.00
H -5.04 2.38 0.72 0.00
H -2.95 3.75 0.58 0.00
C -2.89 -2.60 -0.78 0.00
S -1.39 -1.95 -1.50 0.00
O -0.82 -1.14 -0.34 -0.04
C -2.06 -0.75 -2.61 0.00
C -1.68 -0.82 -3.94 0.00
C -2.13 0.15 -4.82 0.00
C -2.94 1.18 -4.35 0.00
C -3.30 1.25 -3.01 0.00
C -2.86 0.28 -2.13 0.00
H -3.28 -1.83 -0.10 0.00
H -2.62 -3.49 -0.22 0.00
H -3.59 -2.83 -1.58 0.00
H -1.04 -1.62 -4.28 0.00
H -1.85 0.11 -5.86 0.00
H -3.29 1.94 -5.04 0.00
H -3.92 2.06 -2.65 0.00
H -3.10 0.35 -1.07 0.00
C 1.40 4.56 -1.37 0.00
As 1.64 3.08 -0.17 -0.01
C 3.53 2.76 -0.04 0.00
C 1.11 3.68 1.56 0.00
S 0.68 1.42 -1.10 -0.01
H 1.93 5.43 -0.99 0.00
H 0.34 4.77 -1.45 0.00
H 1.79 4.28 -2.35 0.00
H 4.07 3.71 -0.04 0.00
H 3.83 2.16 -0.90 0.00
H 3.72 2.21 0.87 0.00
H 1.84 4.44 1.87 0.00
H 1.11 2.84 2.25 0.00
H 0.11 4.10 1.51 0.00

---

38
Properties=species:S:1:pos:R:3:nbo_charge:R:1 method="wB97M-V/def2-TZVPD" relative_energy_kj_mol=912.10 total_charge=0 homo_energy_ha=-0.205 homo_lumo_gap_ev=2.700
C -0.03 0.38 -1.19 -0.22
C -1.25 -0.32 -1.54 0.46
O -1.27 -1.56 -1.75 -0.67
C -2.39 0.58 -1.59 -0.29
C -2.06 1.85 -2.21 0.03
C -3.17 2.84 -2.28 -0.27
C -4.41 2.50 -1.80 -0.18
C -4.67 1.22 -1.24 -0.35
C -3.67 0.26 -1.17 -0.12
N 0.02 1.71 -1.00 0.43
O 0.98 2.30 -0.48 -0.42
O -1.00 2.53 -1.45 -0.32
H 0.94 -0.10 -1.11 0.22
H -1.66 1.66 -3.23 0.17
H -2.92 3.83 -2.66 0.21
H -5.22 3.23 -1.85 0.21
H -5.67 0.99 -0.86 0.20
H -3.84 -0.74 -0.77 0.21
C -0.21 -1.88 1.17 -0.73
C 1.10 -1.57 0.55 0.44
C 1.48 -2.33 -0.67 -0.76
C 2.09 -0.92 1.33 -0.23
C 3.48 -0.96 0.99 -0.05
C 4.46 -0.51 1.87 -0.25
C 4.09 0.03 3.11 -0.12
C 2.73 0.11 3.47 -0.22
C 1.75 -0.33 2.59 -0.10
H -0.08 -2.19 2.21 0.24
H -0.88 -1.01 1.18 0.28
H -0.71 -2.68 0.62 0.26
H 2.31 -1.86 -1.21 0.23
H 1.78 -3.35 -0.42 0.27
H 0.61 -2.38 -1.34 0.31
H 3.78 -1.39 0.03 0.21
H 5.51 -0.58 1.59 0.23
H 4.86 0.36 3.82 0.23
H 2.44 0.52 4.44 0.23
H 0.70 -0.24 2.86 0.23

---

68
Properties=species:S:1:pos:R:3:nbo_charge:R:1 method="wB97M-V/def2-TZVPD" relative_energy_kj_mol=92.63 total_charge=-1 homo_energy_ha=-0.178 homo_lumo_gap_ev=7.497
Zr -0.84 -0.63 0.35 2.25
O -0.46 -1.94 -1.21 -0.76
C -0.72 -2.22 -2.42 0.45
C 0.18 -3.01 -3.20 -0.28
C -0.03 -3.27 -4.52 -0.19
C -1.18 -2.81 -5.17 -0.31
C -2.11 -2.10 -4.45 -0.15
C -1.92 -1.79 -3.09 -0.25
C -2.96 -1.09 -2.41 0.19
N -2.96 -0.74 -1.18 -0.46
C -4.19 -0.15 -0.70 -0.23
C -3.99 0.37 0.73 -0.24
N -2.72 1.02 0.72 -0.47
C -2.56 2.22 1.10 0.18
C -1.32 2.90 0.87 -0.23
C -1.06 4.12 1.49 -0.14
C 0.08 4.85 1.20 -0.29
C 0.94 4.38 0.21 -0.17
C 0.70 3.18 -0.42 -0.32
C -0.38 2.34 -0.07 0.50
O -0.53 1.18 -0.61 -0.81
H 1.07 -3.37 -2.69 0.22
H 0.69 -3.84 -5.08 0.20
H -1.34 -3.01 -6.22 0.20
H -3.03 -1.76 -4.92 0.19
H -3.85 -0.89 -3.04 0.14
H -4.99 -0.90 -0.71 0.19
H -4.49 0.68 -1.36 0.18
H -3.94 -0.48 1.41 0.24
H -4.82 1.04 1.03 0.17
H -3.38 2.80 1.57 0.16
H -1.76 4.48 2.23 0.20
H 0.30 5.77 1.72 0.20
H 1.81 4.96 -0.06 0.20
H 1.37 2.84 -1.20 0.21
C 3.77 0.84 0.61 -0.69
C 2.57 0.33 -0.15 0.21
N 1.66 -0.38 0.43 -0.25
N 1.87 -0.73 1.72 -0.46
C 1.03 -1.66 2.14 0.62
O 0.26 -2.30 1.38 -0.72
C 1.04 -1.95 3.60 -0.13
C 0.18 -2.93 4.07 -0.16
C 0.07 -3.17 5.43 -0.23
C 0.83 -2.42 6.32 -0.21
C 1.68 -1.44 5.85 -0.25
C 1.79 -1.19 4.50 -0.09
C 2.43 0.63 -1.56 0.17
C 3.35 1.47 -2.22 -0.26
C 3.19 1.72 -3.57 -0.18
C 2.13 1.12 -4.24 -0.28
C 1.29 0.29 -3.51 0.06
N 1.41 0.05 -2.22 -0.38
H 3.61 0.60 1.66 0.27
H 4.70 0.38 0.28 0.21
H 3.85 1.92 0.51 0.21
H -0.42 -3.47 3.35 0.24
H -0.61 -3.93 5.79 0.20
H 0.74 -2.60 7.39 0.20
H 2.25 -0.84 6.55 0.20
H 2.42 -0.41 4.12 0.22
H 4.17 1.92 -1.67 0.22
H 3.87 2.38 -4.09 0.21
H 1.98 1.28 -5.29 0.21
H 0.47 -0.21 -4.00 0.20
N -0.43 0.92 3.37 -0.48
C -0.58 0.40 2.34 -0.19
F -2.17 -1.76 1.20 -0.68

---

187
Properties=species:S:1:pos:R:3:mulliken_charge:R:1 method="wB97M-V/def2-TZVPD" relative_energy_kj_mol=432.70 total_charge=0 homo_energy_ha=-0.377 homo_lumo_gap_ev=10.440
C -2.57 -2.68 3.38 0.35
O -2.10 -4.04 3.41 -0.36
P -2.12 -5.06 2.17 0.40
O -1.65 -6.39 2.56 -0.75
O -3.70 -5.10 1.79 -0.33
C -4.69 -5.96 2.47 -0.69
O -1.49 -4.25 0.89 0.26
C -1.05 -4.89 -0.30 -0.79
H -3.61 -2.76 3.71 0.21
H -2.64 -2.31 2.36 -0.13
H -1.96 -1.99 3.97 0.06
H -4.34 -6.29 3.45 0.32
H -5.02 -6.81 1.87 0.27
H -5.60 -5.36 2.48 0.25
H -0.01 -5.22 -0.22 0.40
H -1.24 -4.29 -1.19 0.12
H -1.66 -5.76 -0.54 0.45
C -3.76 2.74 -2.18 0.20
O -4.64 3.52 -3.01 -0.35
P -5.85 4.41 -2.26 0.77
O -6.92 4.85 -3.17 -0.73
O -6.32 3.35 -1.12 -0.06
C -7.71 3.18 -0.89 -0.88
O -5.01 5.64 -1.55 -0.26
C -5.58 6.44 -0.55 -0.53
H -3.47 3.29 -1.28 0.42
H -2.86 2.36 -2.66 -0.31
H -4.37 1.85 -2.01 0.02
H -8.14 2.33 -1.43 0.28
H -8.27 4.08 -1.12 0.39
H -7.77 2.98 0.18 0.29
H -6.58 6.11 -0.27 0.24
H -5.65 7.51 -0.74 0.30
H -4.96 6.39 0.34 0.16
C 1.52 -0.42 8.85 -0.73
O 0.98 -0.83 7.63 -0.29
P 0.88 0.03 6.29 0.37
O -0.45 0.04 5.58 -0.09
O 1.47 1.52 6.76 -0.45
C 2.01 2.38 5.71 -0.04
O 2.17 -0.36 5.35 -0.19
C 2.23 -1.55 4.60 -0.34
H 1.78 0.62 9.00 0.31
H 2.31 -1.14 9.07 0.29
H 0.82 -0.80 9.60 0.28
H 3.09 2.48 5.84 0.32
H 1.61 3.39 5.79 0.27
H 1.86 1.98 4.71 -0.28
H 2.01 -1.35 3.55 -0.08
H 1.58 -2.28 5.07 0.41
H 3.17 -2.11 4.62 0.30
C -0.41 7.49 4.47 -0.71
O -1.47 6.94 3.73 -0.41
P -1.52 5.35 3.38 1.15
O -2.68 4.93 2.50 -0.65
O -0.04 5.03 2.92 -0.28
C 0.20 4.65 1.55 -0.45
O -1.59 4.77 4.90 -0.46
C -1.86 3.39 5.21 -0.28
H -0.63 7.86 5.47 0.28
H -0.21 8.42 3.93 0.29
H 0.55 6.96 4.48 0.27
H -0.64 4.03 1.21 0.16
H 1.13 4.13 1.35 0.15
H 0.02 5.52 0.92 0.43
H -1.19 3.14 6.02 0.22
H -1.60 2.78 4.34 0.05
H -2.91 3.38 5.51 0.33
C -0.07 0.30 2.35 0.37
O -0.47 1.12 1.24 0.03
P -0.62 0.61 -0.28 0.31
O -0.84 1.68 -1.26 -0.63
O 0.76 -0.33 -0.63 0.31
C 1.05 -0.52 -1.97 -0.50
O -1.81 -0.48 -0.04 0.18
C -2.80 -0.74 -0.96 -0.44
H 0.21 -0.64 1.87 0.24
H -0.98 0.07 2.90 0.09
H 0.74 0.73 2.94 -0.54
H 1.20 -1.58 -2.14 0.17
H 1.96 -0.06 -2.36 0.05
H 0.27 -0.13 -2.63 0.05
H -2.51 -0.53 -1.99 -0.04
H -3.63 -0.10 -0.65 0.17
H -3.16 -1.76 -0.95 0.28
C 4.85 -6.14 1.70 -0.88
O 4.34 -4.93 1.35 -0.04
P 5.07 -3.53 1.81 0.10
O 4.66 -3.26 3.25 -0.65
O 6.64 -3.64 1.41 -0.33
C 7.20 -3.65 0.15 -0.30
O 4.46 -2.46 0.72 0.38
C 3.10 -1.96 0.81 -0.62
H 5.90 -6.13 1.97 0.37
H 4.58 -6.82 0.89 0.20
H 4.25 -6.69 2.42 0.29
H 8.03 -2.94 0.18 0.26
H 6.46 -3.26 -0.55 -0.06
H 7.56 -4.66 -0.04 0.26
H 3.26 -1.09 1.44 -0.09
H 2.47 -2.68 1.33 0.62
H 2.69 -1.96 -0.20 0.12
C -3.58 0.39 5.90 -0.19
O -4.83 1.02 5.59 -0.43
P -5.51 0.98 4.12 0.38
O -6.96 1.44 4.14 -0.79
O -4.50 1.89 3.24 0.18
C -4.85 2.19 1.88 -0.48
O -5.20 -0.47 3.57 -0.04
C -5.94 -1.16 2.57 -0.80
H -3.02 1.08 6.53 0.22
H -2.87 0.25 5.09 -0.10
H -3.84 -0.56 6.37 0.40
H -4.86 3.25 1.61 0.26
H -5.89 1.90 1.73 0.23
H -4.21 1.55 1.28 0.30
H -6.47 -1.93 3.12 0.28
H -5.34 -1.67 1.81 0.21
H -6.71 -0.50 2.15 0.45
C 2.94 1.64 1.09 0.28
O 4.19 1.10 1.56 -0.15
P 5.45 1.04 0.59 0.52
O 6.58 0.20 1.08 -0.73
O 4.85 0.45 -0.83 0.55
C 5.71 -0.01 -1.87 -0.39
O 5.74 2.64 0.33 -0.32
C 6.95 3.03 -0.38 -0.77
H 3.05 2.22 0.18 0.12
H 2.54 2.20 1.93 0.10
H 2.18 0.87 0.94 -0.29
H 5.88 -1.08 -1.71 -0.10
H 6.69 0.47 -1.94 0.30
H 5.29 0.11 -2.86 0.05
H 7.61 2.17 -0.51 0.35
H 7.26 3.81 0.32 0.29
H 6.76 3.50 -1.34 0.23
C -1.41 2.64 -5.33 0.12
O -1.75 1.68 -6.30 -0.43
P -2.23 0.13 -5.85 0.78
O -1.37 -0.53 -4.84 -0.07
O -3.73 0.40 -5.30 -0.40
C -4.35 -0.54 -4.39 -0.32
O -2.50 -0.60 -7.26 -0.39
C -1.41 -0.93 -8.13 -0.36
H -2.27 3.30 -5.24 0.37
H -0.50 3.18 -5.62 0.11
H -1.28 2.16 -4.36 -0.39
H -5.28 -1.01 -4.71 0.35
H -4.53 0.03 -3.48 -0.04
H -3.66 -1.35 -4.18 0.20
H -1.64 -0.56 -9.13 0.28
H -1.22 -2.00 -8.21 0.28
H -0.49 -0.45 -7.78 -0.04
C 1.94 2.70 -7.28 -0.71
O 2.18 2.85 -5.89 -0.28
P 3.42 2.20 -5.14 0.58
O 4.66 2.90 -5.07 -0.73
O 2.81 1.86 -3.63 0.43
C 2.28 2.95 -2.83 -0.28
O 3.54 0.65 -5.78 -0.47
C 2.46 -0.28 -5.80 -0.63
H 2.86 2.52 -7.83 0.47
H 1.26 3.47 -7.64 0.32
H 1.53 1.73 -7.57 0.11
H 1.70 3.60 -3.48 0.37
H 3.06 3.55 -2.37 0.23
H 1.64 2.44 -2.11 -0.28
H 2.20 -0.09 -6.84 0.30
H 1.64 -0.07 -5.11 0.29
H 2.80 -1.32 -5.77 0.28
C 5.15 -5.19 -4.24 -0.59
O 3.90 -5.00 -4.78 -0.29
P 2.66 -4.52 -3.89 0.26
O 2.81 -3.26 -3.15 0.32
O 1.41 -4.48 -4.94 -0.43
C 0.06 -4.44 -4.42 -0.31
O 2.34 -5.86 -3.01 -0.38
C 3.05 -5.91 -1.76 -0.59
H 5.41 -4.72 -3.30 0.11
H 5.88 -4.65 -4.84 0.30
H 5.37 -6.25 -4.16 0.31
H -0.19 -3.40 -4.63 0.16
H -0.13 -4.68 -3.37 0.00
H -0.63 -5.08 -4.97 0.34
H 2.99 -6.96 -1.45 0.42
H 2.60 -5.26 -1.02 0.17
H 4.13 -5.75 -1.71 0.23

---

82
Properties=species:S:1:pos:R:3:mulliken_spin:R:1 method="wB97M-V/def2-TZVPD" multiplicity=5 relative_energy_kj_mol=505.43 s_squared=6.050 total_charge=+4 homo_energy_ha="-0.728 / -0.774" homo_lumo_gap_ev="5.232 / 5.592"
Ru 1.66 0.39 -1.35 0.68
C 1.89 0.20 -3.13 0.06
O 1.99 -0.01 -4.30 0.06
C 1.44 2.04 -0.56 0.09
O 1.17 3.08 -0.02 0.01
P -1.87 0.15 -1.24 0.46
C -3.17 1.35 -0.47 -0.03
H -3.83 1.70 -1.26 0.00
C -1.57 1.71 -2.85 0.42
H -0.67 2.23 -2.44 0.00
C -2.80 -1.03 -2.42 0.01
H -3.18 -1.81 -1.71 0.09
C 2.50 -2.83 -0.09 0.00
P 2.28 -1.09 0.48 -0.02
H 3.66 -1.54 2.52 0.00
H 1.61 -3.30 0.36 0.00
C 4.02 -0.30 0.14 0.00
H 4.69 -1.13 0.44 0.01
C -1.25 1.20 -4.25 0.03
H -2.13 0.69 -4.69 0.02
H -0.38 0.55 -4.30 0.00
H -1.04 2.06 -4.94 0.04
C -2.70 2.73 -3.05 0.04
H -2.40 3.49 -3.80 0.03
H -3.00 3.27 -2.14 0.00
H -3.58 2.20 -3.47 0.00
C -4.04 -0.44 -3.07 0.08
H -4.67 0.11 -2.36 0.00
H -4.65 -1.29 -3.41 0.00
H -3.84 0.20 -3.94 0.01
C -1.84 -1.77 -3.34 0.05
H -2.27 -2.76 -3.55 0.00
H -0.87 -1.93 -2.84 0.01
H -1.67 -1.26 -4.30 0.02
C -4.04 0.58 0.54 0.12
H -4.37 -0.39 0.08 -0.01
H -4.97 1.14 0.86 0.02
H -3.47 0.36 1.49 -0.02
C -2.43 2.51 0.17 0.01
H -1.68 2.07 0.83 0.01
H -3.11 3.14 0.78 0.00
H -1.88 3.15 -0.54 0.00
C 3.79 -3.45 0.45 0.01
H 3.88 -3.38 1.55 0.00
H 4.67 -2.99 -0.02 0.00
H 3.76 -4.52 0.18 0.00
C 2.42 -2.98 -1.61 0.03
H 3.32 -2.58 -2.09 -0.01
C 2.16 -0.07 3.11 0.01
H 1.52 -2.50 -2.03 0.00
H 2.39 -4.06 -1.81 0.00
C 1.72 -2.54 2.90 0.00
H 1.07 -0.01 3.22 0.00
H 2.61 -0.02 4.11 0.00
H 2.44 0.85 2.58 0.00
C 2.58 -1.36 2.40 0.00
H 1.72 -2.55 4.01 0.00
H 2.09 -3.50 2.52 0.00
H 0.66 -2.44 2.57 0.00
C 4.28 0.95 0.99 0.02
H 3.51 1.74 0.84 -0.01
H 5.26 1.34 0.67 0.00
H 4.36 0.69 2.05 0.00
C 4.24 0.04 -1.33 0.00
H 4.11 -0.81 -2.01 0.01
H 5.29 0.36 -1.41 0.00
H 3.57 0.88 -1.66 -0.01
H 0.91 -1.56 0.89 0.05
H -2.92 -0.95 -0.31 0.58
N -2.12 -0.75 2.89 0.32
C -1.65 0.42 3.44 0.16
C -2.17 0.90 4.67 0.16
C -1.75 2.16 5.12 -0.04
C -0.85 2.88 4.32 0.22
C -0.41 2.34 3.11 0.12
N -0.81 1.13 2.67 0.06
H -1.43 -1.23 2.29 -0.01
H -2.61 -1.39 3.54 -0.01
H -2.84 0.25 5.21 0.00
H -2.12 2.56 6.06 0.01
H -0.50 3.88 4.60 0.00
H 0.30 2.87 2.47 0.02

---

Repeat the first record exactly.
4
Properties=species:S:1:pos:R:3:mulliken_spin:R:1 method="wB97M-V/def2-TZVPD" multiplicity=7 relative_energy_kj_mol=8.73 s_squared=12.016 total_charge=+2 homo_energy_ha="-0.719 / -0.703" homo_lumo_gap_ev="7.453 / 6.130"
Fe -0.74 2.31 -0.70 3.93
Pt -0.76 -2.37 0.45 0.97
F 2.12 -0.30 -0.33 0.98
Cl -0.62 0.37 0.59 0.12